# C2H6N2S2

One molecule with the formula C2H6N2S2 (wB97M-V/def2-TZVPD, OMol25).

Geometry as XYZ:
```
12
Properties=species:S:1:pos:R:3:forces:R:3:lowdin_charge:R:1
S 1.3788 -1.1353 1.6449 0.3 1.2 -0.1 0.77
S 0.7993 1.5350 -1.9764 1.5 0.3 -0.2 0.73
N -0.4607 0.7843 -1.2119 -0.5 -0.5 0.9 -0.37
N 1.0963 -0.1746 0.2414 0.8 -1.0 1.4 -0.39
C -0.1697 0.0650 -0.1846 -2.0 -0.3 -1.7 -0.63
C -1.3594 -0.6330 0.4581 -0.2 -0.1 -0.7 -0.07
H -2.2735 -0.4971 -0.1646 0.8 0.4 0.5 0.09
H -1.2678 -1.7164 0.5474 0.5 0.0 0.1 0.06
H 1.7704 -0.0626 2.4002 -0.2 -0.7 -0.1 -0.12
H -1.4750 -0.2333 1.4450 -0.4 0.1 0.7 0.06
H 0.0787 2.2459 -2.8142 -0.4 0.3 -0.4 -0.17
H 1.8827 -0.1778 -0.3853 -0.2 0.3 -0.4 0.04
```
Positions in Å, forces in eV/Å.

Results
Total energy in Ha: -985.6492
E_HOMO in hartree: -0.301
Molar mass in g mol⁻¹: 122.2
Frontier orbital gap in eV: 8.9
SMILES string: C/C(=N/S)NS

# C2H6N3

An isolated ion of composition C2H6N3 and charge +1 (wB97M-V/def2-TZVPD, OMol25).

Geometry as XYZ:
```
11
Properties=species:S:1:pos:R:3:forces:R:3:lowdin_charge:R:1
N 1.0596 -1.0744 1.3801 -2.2 -2.0 0.7 0.28
N -1.0494 -0.8923 0.2926 2.3 3.8 2.5 0.30
N -0.0100 0.0638 -0.6396 0.7 -3.1 1.6 0.09
C -0.2433 1.3774 -1.1018 -2.6 1.1 2.1 -0.02
C 0.2742 -0.6705 0.4260 -1.7 -0.1 -0.9 -0.38
H -0.9402 1.3375 -1.9268 0.7 -0.1 -0.8 0.10
H 0.7107 1.8236 -1.2231 0.7 0.7 -0.6 0.10
H -1.5796 -1.2431 -0.4022 -1.6 -2.7 -2.9 0.09
H 0.6895 -1.8490 2.0274 0.7 1.7 -1.5 0.21
H 1.9791 -0.7974 1.5187 1.9 0.8 0.1 0.12
H -0.8905 1.9242 -0.3514 1.1 -0.2 -0.3 0.13
```
Positions in Å, forces in eV/Å.

Results
Total energy in Ha: -243.6824
E_HOMO in hartree: -0.561
Net charge: +1
Molar mass in g mol⁻¹: 72.1
Frontier orbital gap in eV: 10.8
SMILES string: CN1NC1=[NH2+]

# C2H6N3O

C2H6N3O as an isolated structure (wB97M-V/def2-TZVPD, OMol25).

Geometry as XYZ:
```
12
Properties=species:S:1:pos:R:3:forces:R:3:lowdin_charge:R:1
O -0.0779 -0.3445 -1.0736 -0.4 0.4 -0.4 0.11
N 1.0075 0.4674 0.6822 0.0 0.8 0.2 0.19
N -0.2532 1.9336 -0.6789 -0.2 0.0 -0.4 0.27
N 0.5676 -1.3573 -0.4178 0.3 0.1 0.4 0.12
C 1.2012 -0.8261 0.6195 -0.3 0.1 -0.4 -0.06
C 0.2174 0.7629 -0.3526 0.6 -1.2 0.6 -0.39
H 1.7984 -1.3722 1.3276 0.0 -0.3 0.0 0.16
H -0.8431 2.0495 -1.4910 0.0 0.1 0.1 0.15
H 0.0029 2.7388 -0.1241 0.0 -0.1 0.0 0.16
H -2.0495 -0.5133 1.2867 0.0 -1.2 -0.4 0.05
H 0.4571 -2.2967 -0.7832 -0.1 0.2 -0.1 0.20
H -2.0286 -1.2420 1.0051 0.0 1.2 0.4 0.04
```
Positions in Å, forces in eV/Å.

Results
Total energy in Ha: -318.9934
E_HOMO in hartree: -0.566
Net charge: +1
Molar mass in g mol⁻¹: 88.1
Frontier orbital gap in eV: 11.1

# C2H6N3O

An isolated ion of composition C2H6N3O and charge +1 (wB97M-V/def2-TZVPD, OMol25).

Geometry as XYZ:
```
12
Properties=species:S:1:pos:R:3:forces:R:3:lowdin_charge:R:1
O 0.3781 1.2310 0.2425 2.4 1.6 -1.4 0.10
N -1.7369 0.3175 -0.4030 -0.1 0.8 -1.1 0.13
N 0.1775 -0.9154 0.3720 -2.8 -1.9 0.7 0.15
N 1.5228 0.5819 -0.3284 -4.3 6.5 1.0 0.20
C 1.3557 -0.7028 -0.1474 4.6 -4.5 -1.0 -0.19
C -0.6334 0.2809 0.4396 -0.5 -2.1 0.7 -0.39
H -1.0308 0.1905 1.4864 0.6 1.1 -0.5 0.21
H -1.7474 0.6587 -1.3973 0.2 -0.6 1.8 0.15
H -0.1696 -1.8129 0.6693 0.0 -0.1 0.0 0.18
H -2.6010 0.2224 0.1015 -0.2 0.4 -0.5 0.10
H 2.3152 1.1823 -0.4587 0.5 0.4 0.3 0.19
H 2.1700 -1.2342 -0.5763 -0.3 -1.5 0.0 0.14
```
Positions in Å, forces in eV/Å.

Results
Total energy in Ha: -318.8271
2S+1: 3
⟨S²⟩: 2.006
E_HOMO (alpha / beta) in hartree: -0.394 / -0.551
Net charge: +1
Molar mass in g mol⁻¹: 88.1
Frontier orbital gap (alpha / beta) in eV: 7.6 / 6.8

# C2H6N3O2

An isolated ion of composition C2H6N3O2 and charge -1 (wB97M-V/def2-TZVPD, OMol25).

Geometry as XYZ:
```
13
Properties=species:S:1:pos:R:3:forces:R:3:lowdin_charge:R:1
O 0.2852 2.3948 0.4217 -0.8 -3.3 2.2 -0.26
O -0.3242 -1.4898 -0.9597 0.2 -0.7 -0.4 -0.34
N -0.3950 -0.1541 -0.7735 -1.7 0.3 -0.1 -0.32
N 0.0524 1.3643 1.2223 -0.3 -0.3 -3.9 -0.05
N -0.2576 0.1378 0.6122 1.6 5.0 1.3 -0.20
C 0.5837 0.5070 -1.6202 -1.3 -0.4 -0.2 -0.11
C -0.5580 -0.9131 1.5015 0.3 -1.7 0.4 -0.12
H 1.4926 0.2105 -1.1791 2.0 0.5 0.4 0.05
H -1.5744 -0.8282 1.9867 0.9 -0.3 -0.7 0.08
H 0.5295 -0.0814 -2.5492 -0.3 0.7 0.1 0.07
H -0.3812 -1.7503 0.7199 -0.9 0.3 1.3 0.07
H 0.3179 1.5714 -1.6571 0.8 -0.4 -0.2 0.06
H 0.2291 -0.9691 2.2746 -0.5 0.1 -0.2 0.07
```
Positions in Å, forces in eV/Å.

Results
Total energy in Ha: -394.3687
E_HOMO (alpha / beta) in hartree: -0.080 / -0.080
Net charge: -1
Molar mass in g mol⁻¹: 104.1
Frontier orbital gap (alpha / beta) in eV: 6.7 / 6.7
SMILES string: CN([O-])N(C)N=O

# C2H6N3O2

C2H6N3O2 as an isolated structure (wB97M-V/def2-TZVPD, OMol25).

Geometry as XYZ:
```
13
Properties=species:S:1:pos:R:3:forces:R:3:lowdin_charge:R:1
O -0.4427 0.6525 -2.3339 0.4 0.1 -0.4 0.14
O 1.7053 -0.4843 1.2562 0.5 0.2 -0.1 0.08
N -0.2648 -1.6056 0.1111 0.8 -0.2 1.8 0.22
N 0.0260 0.8841 0.5588 0.5 -0.1 0.3 0.15
N -0.7160 -1.0942 -0.8324 -0.2 -0.6 -0.9 0.04
C -0.9742 0.1131 -1.2714 -1.0 1.1 -0.4 -0.22
C 0.3913 -0.2549 1.2350 -1.0 -0.9 -0.6 -0.34
H 0.4186 0.2878 -2.6085 -0.2 0.0 0.2 0.16
H 0.8136 1.4041 0.1790 -0.2 0.1 0.1 0.15
H 1.9485 -1.2850 1.7412 -0.2 0.0 0.0 0.14
H -0.6926 1.4665 0.9655 0.1 0.0 0.1 0.15
H -0.2164 -0.5446 2.0919 0.2 0.2 0.0 0.16
H -1.9967 0.4606 -1.0925 0.3 0.0 0.0 0.17
```
Positions in Å, forces in eV/Å.

Results
Total energy in Ha: -394.2082
E_HOMO in hartree: -0.507
Net charge: +1
Molar mass in g mol⁻¹: 104.1
Frontier orbital gap in eV: 9.3

# C2H6N3O3

A 2-piece molecular cluster, C2H6N3O3 overall (wB97M-V/def2-TZVPD, OMol25).

Geometry as XYZ:
```
14
Properties=species:S:1:pos:R:3:forces:R:3:lowdin_charge:R:1
O 3.4028 -1.3413 0.0911 2.3 -0.3 0.3 0.09
O 4.9077 0.2957 0.1719 0.2 -3.6 0.6 0.19
O 2.7862 0.6292 -0.3819 1.1 0.1 0.0 0.10
N -0.6989 0.0479 -0.3633 -1.8 0.8 0.1 0.06
N 3.6531 -0.1709 -0.0782 -2.2 2.3 -0.1 -0.39
N 0.8105 -1.7773 0.2672 0.5 1.2 -0.6 0.29
C 0.0912 -0.8794 -0.0127 1.8 -1.9 0.9 -0.17
C -2.0282 0.4640 0.3953 2.5 2.5 0.4 0.05
H 1.9060 -1.8871 0.4277 -2.2 0.5 -0.1 0.14
H -2.6808 0.8531 -0.3928 0.0 -0.3 0.4 0.09
H -0.3967 0.5835 -1.2027 -0.6 -0.5 0.8 0.19
H -1.7009 1.3102 1.1236 -0.6 -1.2 -1.5 0.12
H 5.1001 1.2152 0.0188 -1.1 1.3 -0.6 0.15
H -2.4419 -0.2791 1.0505 0.0 -0.9 -0.4 0.08
```
Positions in Å, forces in eV/Å.

Results
Total energy in Ha: -469.3457
E_HOMO in hartree: -0.569
Net charge: +1
Molar mass in g mol⁻¹: 120.1
Frontier orbital gap in eV: 11.2

# C2H6N3OS

An isolated ion of composition C2H6N3OS and charge +1 (wB97M-V/def2-TZVPD, OMol25).

Geometry as XYZ:
```
13
Properties=species:S:1:pos:R:3:forces:R:3:lowdin_charge:R:1
S 2.2083 -0.7730 -0.2113 0.3 0.6 -0.2 0.95
O -0.4581 0.8093 -0.0779 -0.9 -0.4 -0.1 0.08
N -1.7852 -1.0239 -0.0575 -0.3 0.3 -0.2 0.25
N 0.7046 -1.4401 0.2760 -4.2 2.9 -0.5 -0.24
N 1.9362 0.7744 0.3863 0.1 -0.5 0.1 -0.34
C -0.6219 -0.4436 -0.0772 4.2 -3.1 1.3 -0.30
C 0.9027 1.4555 -0.2398 0.7 0.6 -0.5 -0.18
H 0.5312 -2.3522 -0.1257 0.0 -0.2 -0.2 0.06
H 2.0789 0.9229 1.3788 -0.1 0.0 -0.1 0.11
H -1.8848 -2.0302 -0.0318 0.2 0.1 0.1 0.15
H 0.7335 2.4564 0.1645 0.0 -0.3 0.0 0.15
H 1.0536 1.4857 -1.3238 -0.1 0.0 0.3 0.14
H -2.6382 -0.4726 -0.0673 0.1 0.0 0.0 0.16
```
Positions in Å, forces in eV/Å.

Results
Total energy in Ha: -717.2023
E_HOMO in hartree: -0.482
Net charge: +1
Molar mass in g mol⁻¹: 120.2
Frontier orbital gap in eV: 9.3
SMILES string: [NH2+]=C1NSNCO1

# C2H6N4

One molecule with the formula C2H6N4 (wB97M-V/def2-TZVPD, OMol25).

Geometry as XYZ:
```
12
Properties=species:S:1:pos:R:3:forces:R:3:lowdin_charge:R:1
N -0.1834 -0.8710 -0.1674 0.9 -0.5 0.4 -0.03
N -1.5102 -0.7197 -0.2702 0.2 1.7 -0.2 -0.04
N 0.7337 1.3900 -0.2711 -1.3 0.0 -0.2 0.11
N 2.0503 -0.4983 0.1146 -0.8 -0.2 0.3 0.08
C -1.9789 0.3498 0.2355 -3.0 -1.3 0.2 -0.08
C 0.8177 0.1390 -0.0899 0.9 -0.7 -0.1 -0.55
H 0.0587 -1.5724 -0.8186 0.8 -0.9 -0.3 0.11
H -3.0809 0.3389 0.0814 0.8 0.7 0.5 0.07
H 2.0261 -1.2999 0.7978 0.5 1.6 -1.2 0.12
H 2.8381 0.1419 -0.0337 -0.4 -0.8 0.7 0.10
H -0.2472 1.6151 -0.5555 1.1 0.0 0.2 0.04
H -1.5240 0.9866 0.9772 0.4 0.3 -0.2 0.07
```
Positions in Å, forces in eV/Å.

Results
Total energy in Ha: -298.7732
E_HOMO in hartree: -0.336
Molar mass in g mol⁻¹: 86.1
Frontier orbital gap in eV: 10.2
SMILES string: [H]/N=C(/N)NN=C

# C2H6N4

One molecule with the formula C2H6N4 (wB97M-V/def2-TZVPD, OMol25).

Geometry as XYZ:
```
12
Properties=species:S:1:pos:R:3:forces:R:3:lowdin_charge:R:1
N -2.5230 -0.3574 -0.3158 -4.4 -4.2 1.7 -0.14
N -1.2140 -0.3477 0.1068 1.6 3.3 -0.7 -0.13
N 3.0575 -0.3112 -0.4002 -6.4 -1.9 2.6 -0.01
N 0.8020 0.7470 0.0948 1.5 1.3 -0.3 -0.06
C 1.7565 -0.2209 0.2570 2.4 -4.2 -0.6 -0.24
C -0.5520 0.7354 -0.1761 -0.3 -0.2 1.4 -0.21
H 1.1343 1.6590 0.1349 1.0 1.8 -0.6 0.09
H 1.1176 -0.9881 1.0536 2.6 0.9 -2.7 0.16
H -0.8133 1.8510 -0.4889 -0.5 -2.7 0.4 0.17
H -2.6625 -1.5544 -0.1436 -0.7 4.8 -0.7 0.16
H 3.2828 -1.4112 -0.4269 -0.4 3.1 1.1 0.06
H -3.3859 0.1987 0.3044 3.6 -2.0 -1.6 0.15
```
Positions in Å, forces in eV/Å.

Results
Total energy in Ha: -298.6267
E_HOMO in hartree: -0.304
Molar mass in g mol⁻¹: 86.1
Frontier orbital gap in eV: 8.6
SMILES string: [H]/N=C/N/C=N/N

Values for ΔE to the lowest compared entry with this formula, charge and spin, eV, ordered as above
0.9337 4.1518 2.9653 1.4600 7.9310 1.9918 0.9818 2.1518 2.0609 6.0455